1.
Molecular formula: C2H2FMnO2
Method: DFT, wB97M-V/def2-TZVPD

Lowest unoccupied orbital energy (spin up / spin down): -6.4 / -6.5 eV
Gap between HOMO and LUMO (spin up / spin down): 8.68 / 8.74 eV
Highest occupied orbital energy (spin up / spin down): -15.1 / -15.3 eV
Energy above the lowest of the compared OMol25 structures with the same formula, charge and spin: 0.0 kJ/mol

Structure (ORCA input):
```
! wB97M-V def2-TZVPD RIJCOSX def2/J DEFGRID3
* xyz 1 6
H -1.0479 1.3226 0.7861
O 0.9846 -0.6356 0.5856
C 0.5714 0.5163 0.5026
C -0.6929 0.8531 -0.2438
O -1.2924 -0.2565 -0.7123
F 1.4141 1.5110 0.7017
H -0.4801 1.6563 -0.9770
Mn -0.2647 -1.7885 -0.4680
*
```

The Löwdin scheme yields these atomic charges, measured in e: 0.198 0.035 -0.401 -0.265 -0.276 0.202 0.167 1.340

2.
Molecular formula: C22H22BrMnN3OS3
Method: DFT, wB97M-V/def2-TZVPD

Lowest unoccupied orbital energy (spin up / spin down): -8.2 / -7.3 eV
Gap between HOMO and LUMO (spin up / spin down): 5.61 / 6.60 eV
Highest occupied orbital energy (spin up / spin down): -13.8 / -13.9 eV

Structure (ORCA input):
```
! wB97M-V def2-TZVPD RIJCOSX def2/J DEFGRID3
* xyz 2 4
Mn -0.0903 -0.0289 -0.1186
C 2.0303 5.0401 -1.6097
S 0.6044 4.0889 -2.1883
C 0.6639 2.6473 -1.2474
S -0.6273 1.5334 -1.6778
N 1.5642 2.4293 -0.3423
N 1.4142 1.2087 0.2573
C 2.1513 0.8802 1.2515
C 1.9703 -0.4507 1.8194
C 2.7809 -0.9509 2.8195
C 2.5573 -2.2539 3.2615
C 1.5422 -2.9947 2.6880
C 0.7640 -2.4155 1.6909
N 0.9718 -1.1749 1.2711
H 2.8420 4.9308 -2.3233
H 2.3394 4.6889 -0.6305
H 1.7159 6.0789 -1.5553
H 2.8784 1.5735 1.6626
H 3.5723 -0.3458 3.2391
H 3.1762 -2.6783 4.0401
H 1.3419 -4.0105 2.9964
H -0.0421 -2.9606 1.2161
Br -2.0529 -1.4679 -0.6374
C -1.1222 -2.5369 -1.9375
C -1.7750 -3.5695 -2.5341
C -1.0664 -4.3324 -3.4886
C 0.2268 -4.0220 -3.7932
C 0.8952 -2.9390 -3.1702
C 2.2283 -2.6037 -3.5006
C 2.8475 -1.5425 -2.9101
C 2.1713 -0.7559 -1.9482
C 0.8913 -1.0737 -1.5942
C 0.2077 -2.1609 -2.1992
H -2.8024 -3.8066 -2.2965
H -1.5673 -5.1576 -3.9745
H 0.7655 -4.6030 -4.5305
H 2.7446 -3.1985 -4.2424
H 3.8619 -1.2795 -3.1769
H 2.6939 0.0927 -1.5305
O -1.2316 0.7078 1.3796
S -1.5675 1.9258 2.2620
C -2.9373 1.3293 3.3000
C -4.1417 2.2189 3.0051
C -4.0741 2.5460 1.5178
C -2.6405 3.0003 1.2734
H -2.6171 1.3146 4.3391
H -3.0879 0.3061 2.9518
H -4.0895 3.1348 3.5964
H -5.0601 1.7049 3.2850
H -4.7766 3.3276 1.2335
H -4.2978 1.6633 0.9148
H -2.4597 4.0123 1.6409
H -2.2877 2.9300 0.2450
*
```

Löwdin atomic charge list, values in e, 8 entries: 0.432 -0.330 0.935 -1.022 0.747 -0.009 -0.117 0.010

3.
Molecular formula: C16H29F3NO14Ti
Method: DFT, wB97M-V/def2-TZVPD

Lowest unoccupied orbital energy (spin up / spin down): -2.6 / -1.7 eV
Gap between HOMO and LUMO (spin up / spin down): 3.93 / 4.84 eV
Highest occupied orbital energy (spin up / spin down): -6.6 / -6.6 eV

Structure (ORCA input):
```
! wB97M-V def2-TZVPD RIJCOSX def2/J DEFGRID3
* xyz 0 4
Ti 1.7608 1.1067 -0.9584
N 6.7426 1.8509 -1.2708
O 6.1369 1.8492 -2.3332
O 7.9656 2.0430 -1.3047
O 6.1906 1.4684 -0.2152
C 2.9175 4.4254 6.7382
C 2.6806 4.5220 5.2326
O 1.2745 4.6648 4.9936
C 0.8483 4.7887 3.7141
O 1.5304 4.5334 2.6554
O -0.4130 5.2553 3.7839
C -1.2340 5.4558 2.6373
H 2.7679 5.3180 7.3456
H 3.9196 4.0696 6.9780
H 2.2635 3.6825 7.1948
H 3.0675 3.6812 4.6568
H 3.2597 5.4030 4.9557
H -0.8529 6.3580 2.1589
H -2.2670 5.6351 2.9354
H -1.1358 4.6463 1.9139
C 1.9666 -2.1896 7.3634
C 1.5156 -2.2893 5.9610
O 0.1420 -2.1007 5.9096
C -0.4987 -1.6802 4.7612
O 0.1721 -1.3069 3.7588
O -1.8577 -1.5609 4.9487
C -2.4968 -1.7807 6.2047
H 3.0074 -1.8689 7.3179
H 1.9868 -3.0934 7.9724
H 1.4298 -1.4363 7.9399
H 1.7132 -3.3067 5.6235
H 1.9508 -1.5814 5.2556
H -2.2963 -1.0375 6.9764
H -2.2379 -2.7507 6.6293
H -3.5553 -1.7732 5.9450
C -4.8031 0.5393 -8.5048
C -3.4107 1.1210 -8.4405
O -2.8876 1.0891 -7.1114
C -1.7878 1.7704 -6.7183
O -1.4040 1.8647 -5.5964
O -1.1363 2.2988 -7.7901
C 0.0534 3.0806 -7.6901
H -4.8512 -0.2983 -7.8089
H -5.0586 0.0893 -9.4641
H -5.5039 1.3487 -8.3003
H -3.4616 2.1523 -8.7899
H -2.6687 0.5157 -8.9612
H -0.0852 3.8878 -6.9708
H 0.3232 3.3975 -8.6975
H 0.8856 2.5106 -7.2770
C -3.1173 -5.8692 -2.9947
C -2.0424 -4.8078 -2.8357
O -0.8674 -5.5766 -2.6610
C 0.3844 -5.0113 -2.4241
O 0.6207 -3.8241 -2.5524
C 1.5081 -5.9910 -2.0520
F 1.0352 -7.2212 -2.3446
F 2.6534 -5.6711 -2.7311
F 1.7916 -5.9190 -0.7523
H -4.0020 -5.2701 -2.7793
H -3.0876 -6.7186 -2.3122
H -3.0847 -6.1703 -4.0418
H -2.2559 -4.1053 -2.0301
H -2.1048 -4.2132 -3.7472
*
```

Löwdin atomic charge list, values in e, 8 entries: 0.973 -0.682 -0.100 -0.064 -0.126 -0.072 -0.207 0.021

4.
Molecular formula: C15H39FN10O27S2
Method: DFT, wB97M-V/def2-TZVPD

Lowest unoccupied orbital energy: -0.6 eV
Gap between HOMO and LUMO: 9.73 eV
Highest occupied orbital energy: -10.3 eV

Structure (ORCA input):
```
! wB97M-V def2-TZVPD RIJCOSX def2/J DEFGRID3
* xyz 0 1
C 0.2145 1.8373 2.9636
C -0.1072 0.4988 2.3237
O 1.0682 0.0934 1.5959
C -1.2373 0.5182 1.2781
C -2.3092 1.5694 1.4796
O -2.3477 2.6074 0.4664
S -3.8052 3.2170 0.6319
O -4.0186 3.8176 1.8933
O -4.1960 4.0679 -0.4116
O -4.6045 1.8027 0.6514
C -3.6781 0.8906 1.2231
S -4.4922 0.2000 2.7117
O -4.6396 1.2535 3.6204
O -5.6397 -0.5134 2.3419
F -3.4578 -0.7935 3.2962
H 0.7494 2.4974 2.2889
H -0.6423 2.3629 3.3702
H 0.8732 1.6470 3.8030
H -0.2621 -0.2850 3.0575
H 1.7771 0.7074 1.8453
H -1.7177 -0.4516 1.2917
H -0.7854 0.6947 0.3087
H -2.4287 2.0171 2.4601
H -3.6915 0.0596 0.5243
C 0.1009 -3.6493 0.9145
N 0.8030 -3.3760 2.1992
O 2.0075 -3.5076 2.2282
O 0.1062 -3.0332 3.1343
H 0.8329 -3.9384 0.1714
H -0.6085 -4.4511 1.0977
H -0.3998 -2.7406 0.6252
C 5.1919 0.6826 1.0423
N 4.4298 1.6318 1.8984
O 3.3680 1.2429 2.3632
O 4.9064 2.7241 2.0808
H 4.6355 -0.2451 0.9747
H 5.3021 1.1434 0.0660
H 6.1599 0.5253 1.5089
C -3.2581 -4.2762 -2.3390
N -1.9405 -3.9663 -1.7193
O -1.8813 -3.0344 -0.9421
O -1.0052 -4.6723 -2.0344
H -3.9886 -3.5693 -1.9657
H -3.1398 -4.1863 -3.4143
H -3.5183 -5.2923 -2.0597
C 8.6278 -2.6302 2.5179
N 8.3104 -1.4297 1.6986
O 8.6612 -0.3457 2.1139
O 7.7118 -1.6200 0.6573
H 9.1569 -2.3155 3.4088
H 7.6864 -3.1082 2.7715
H 9.2458 -3.2816 1.9061
C 2.4694 -4.4810 -3.1713
N 2.4100 -3.0547 -2.7483
O 2.5515 -2.2030 -3.5998
O 2.2191 -2.8421 -1.5670
H 2.6418 -4.5227 -4.2419
H 3.2844 -4.9460 -2.6239
H 1.5175 -4.9345 -2.9107
C -3.7281 6.9111 2.2210
N -2.6975 7.9775 2.0929
O -2.1182 8.0788 1.0307
O -2.5048 8.6752 3.0673
H -3.7886 6.3741 1.2837
H -3.4185 6.2519 3.0250
H -4.6722 7.3956 2.4535
C -6.6027 6.1919 -1.2528
N -6.6546 7.6558 -0.9975
O -6.4593 8.4064 -1.9299
O -6.8910 8.0030 0.1444
H -6.3808 6.0317 -2.3010
H -5.8212 5.7791 -0.6241
H -7.5681 5.7804 -0.9944
C -9.5507 4.1090 2.0856
N -9.1141 4.6405 0.7661
O -8.3459 3.9648 0.1081
O -9.5554 5.7192 0.4335
H -9.0772 3.1476 2.2427
H -9.2436 4.8249 2.8415
H -10.6315 4.0139 2.0557
C 8.9562 -3.6410 -2.4443
N 9.9645 -4.2346 -1.5227
O 10.3398 -3.5526 -0.5905
O 10.3402 -5.3603 -1.7683
H 8.7197 -2.6422 -2.0976
H 9.3959 -3.6186 -3.4365
H 8.0794 -4.2802 -2.4214
C 3.7343 -6.8793 -7.3102
N 2.9717 -5.9322 -6.4514
O 1.9138 -6.3094 -5.9914
O 3.4653 -4.8370 -6.2682
H 3.1755 -7.8042 -7.3814
H 3.8486 -6.4146 -8.2844
H 4.6995 -7.0400 -6.8405
*
```

Löwdin atomic charge list, values in e, 8 entries: -0.025 -0.377 -0.064 -0.052 -0.285 -0.103 0.612 -0.206